A structure of composition C32H53INO22P at a distorted geometry. Source: the OMol25 dataset; level of theory: ωB97M-V with the def2-TZVPD basis set.

Computed properties:
Charge = 0
Kohn-Sham gap = 8.72 eV
ΔE to the lowest compared entry with this formula, charge and spin = 0.0 kcal per mole
Highest occupied orbital energy = -8.9 eV

Each line ends with the Löwdin charge.
Geometry (Å):
I -0.80753 0.49145 -4.06014  1.0889
P 3.15292 2.92898 -5.54085  0.9959
O 1.35512 -4.63230 2.96059  0.0031
O -6.62407 1.76207 10.07855  0.0061
O 0.34304 -3.45415 1.31872  0.1249
O -3.10772 -8.63916 5.90858  0.1236
O -0.03429 3.55928 -9.18985  -0.0081
O 0.97072 3.28558 -8.21936  -0.1533
O -2.08411 -8.16609 3.95125  0.0040
O 3.78478 1.18835 1.53049  0.0136
O 1.42829 0.11342 -6.49468  0.0229
O -4.14840 1.85101 3.97683  0.0036
O 5.90661 1.75989 -1.90802  0.1360
O 2.12620 1.16935 2.91132  0.0082
O -7.52419 1.74291 8.00841  0.1167
O -3.95303 -9.24346 3.90399  0.0009
O 3.28245 -0.73898 2.59401  0.1122
O -2.42920 1.26679 2.81105  0.0000
O -4.45145 1.30227 1.80700  0.1258
O 6.69953 0.26695 -3.34130  -0.0150
O 2.32495 -1.09189 -4.86536  0.1510
O 2.91169 4.25004 -6.47785  -0.2663
O -0.66396 -5.15281 2.41450  -0.0185
O -8.66994 2.40407 9.83802  0.0060
N -0.63702 3.53239 -5.74233  0.1257
C -3.05050 -8.67788 4.70765  -0.6275
C 4.30359 0.55343 -3.18739  -0.0872
C 0.49160 3.39278 -5.05156  -0.3205
C 7.03654 0.70260 -4.66900  -0.2187
C 1.30001 1.07317 -4.38825  -0.5868
C -1.83026 -4.94489 1.61354  -0.0277
C 0.34943 -4.32599 2.14778  -0.6246
C -1.44627 4.52974 -5.39242  -0.1102
C 5.68605 0.95146 -2.75255  -0.4999
C 4.08292 1.81910 -6.66278  -0.2154
C 4.84699 0.51100 0.84433  -0.0267
C -5.40371 1.27003 9.51758  -0.0363
C 2.52955 -3.82448 2.77764  -0.0254
C 3.09434 0.43007 2.37178  -0.6144
C 1.76929 -0.10715 -5.21241  -0.6161
C 1.81496 1.21012 -2.95645  -0.2411
C -5.55476 2.09439 4.08063  -0.0329
C 0.00242 5.27529 -3.65111  -0.0471
C 0.87155 1.44329 -6.65855  -0.2764
C -7.59854 1.94957 9.19177  -0.6279
C 0.85476 4.24199 -4.00775  -0.0438
C -9.80238 2.64991 9.00029  -0.0383
C -1.85703 0.83652 1.57298  -0.0273
C 7.25544 2.19381 -4.77608  -0.0681
C 1.15256 1.88958 -8.08986  -0.1332
C 1.38712 2.21220 -5.42249  -0.4011
C -1.03793 -7.51609 4.68313  -0.0316
C -5.05654 -9.83867 4.58987  -0.0420
C 3.27281 1.52771 -2.64153  -0.2010
C -1.18223 5.41860 -4.35835  -0.0553
C 1.28343 0.45487 3.81865  -0.0382
C -3.74782 1.45832 2.76960  -0.6270
H 4.31974 0.51810 -4.27497  0.0893
H 1.58753 0.25680 -2.48041  0.0993
H 0.41705 1.39374 -8.72011  0.1361
H -6.11830 1.18881 3.86751  0.0985
H -0.54330 -8.21746 5.35219  0.0984
H 4.11979 -0.44883 -2.80532  0.1442
H -5.69935 -10.25303 3.81922  0.0921
H -1.60367 -5.09505 0.56018  0.0995
H -2.35802 4.63599 -5.96411  0.1104
H -1.89370 6.19345 -4.11978  0.1013
H 1.17922 1.94339 -2.46636  0.0891
H 7.80159 2.57870 -3.92206  0.0887
H -10.58715 3.01097 9.65762  0.0931
H 5.29406 1.24504 0.18145  0.0721
H -0.79287 0.72188 1.75548  0.0769
H -2.27590 -0.11889 1.26392  0.1000
H -2.22856 -3.94414 1.76871  0.0951
H 4.44557 -0.31430 0.25644  0.0997
H -2.01387 1.57879 0.79311  0.0998
H -0.20385 1.30455 -6.61262  0.0882
H -2.55256 -5.68586 1.94366  0.0915
H -5.85740 2.88834 3.40094  0.0971
H -5.60147 -9.09089 5.16244  0.0966
H 5.13024 1.88078 -6.38007  0.0026
H 0.40911 3.39082 -10.03410  0.0990
H 2.12657 1.58655 -8.45626  0.1113
H 6.27248 0.34860 -5.36303  0.1015
H 7.80951 2.39200 -5.69180  0.0855
H 2.93064 -3.95796 1.77523  0.1017
H 5.58400 0.13322 1.55003  0.1017
H -9.56981 3.40582 8.25313  0.0969
H 6.31546 2.73913 -4.86045  0.0527
H -4.71308 1.16786 10.34870  0.0933
H 7.95267 0.17478 -4.91278  0.1228
H -5.00431 1.97404 8.79048  0.0958
H -5.73764 2.40163 5.10586  0.0899
H 3.40788 4.96586 -6.06840  0.0572
H 3.34498 1.48661 -1.55499  0.1111
H 1.85181 0.08826 4.67121  0.0993
H 3.55062 2.54290 -2.90353  0.0682
H -4.71471 -10.63211 5.25125  0.0968
H 3.75707 0.78714 -6.58885  0.0479
H -10.12351 1.73290 8.51077  0.0972
H 0.26499 5.94739 -2.84857  0.1086
H 3.25150 -4.17220 3.51044  0.0965
H -0.33377 -7.14747 3.94596  0.0801
H 1.78223 4.08402 -3.47755  0.0928
H 2.30939 -2.77768 2.94996  0.0633
H -5.56092 0.30180 9.04704  0.0975
H 0.53369 1.16132 4.16314  0.0950
H 0.79326 -0.37480 3.31115  0.0896
H 4.01132 2.14581 -7.69439  0.0474
H -1.43497 -6.67741 5.25105  0.1015